No. 1
Computed, not measured: a molecular structure, C11H24ClI2N2P2Tl at a distorted geometry, with ωB97M-V/def2-TZVPD.

- Total charge: +2
- Lowest unoccupied orbital energy: -9.54 eV
- Gap between HOMO and LUMO: 4.133 eV

CARTESIAN COORDINATES (ANGSTROEM)
1 I -0.10 -2.83 -6.73
2 I -0.10 -0.13 -7.04
3 Tl -0.10 -1.17 -1.09
4 P -2.65 -1.03 -0.52
5 C -3.51 -1.20 -2.12
6 C -3.25 -2.39 0.54
7 H -4.34 -2.34 0.69
8 H -4.33 0.49 0.37
9 H -2.73 -2.31 1.51
10 H -2.74 0.66 1.20
11 H -3.21 -2.15 -2.58
12 H -2.98 -3.35 0.09
13 C -3.24 0.53 0.23
14 H -4.59 -1.18 -1.98
15 H -2.99 1.38 -0.42
16 H -3.20 -0.37 -2.78
17 P 2.45 -1.04 -0.54
18 C 3.30 -1.24 -2.13
19 C 3.15 0.49 0.16
20 H 2.40 -2.30 1.51
21 H 4.05 -2.35 0.76
22 H 2.71 -3.36 0.11
23 C 2.97 -2.39 0.57
24 H 2.75 0.65 1.18
25 H 4.24 0.45 0.19
26 H 4.38 -1.22 -1.99
27 H 3.00 -0.42 -2.80
28 H 2.85 1.33 -0.48
29 H 3.00 -2.19 -2.60
30 Cl -0.16 -1.69 1.68
31 N 1.52 0.89 2.98
32 C 0.73 1.82 2.33
33 C 0.47 3.11 2.86
34 C -0.23 4.00 2.05
35 C -0.67 3.58 0.79
36 C -0.37 2.27 0.36
37 N 0.29 1.41 1.13
38 H 1.09 -0.04 2.84
39 H 1.71 1.09 3.96
40 H 0.79 3.36 3.88
41 H -0.46 5.01 2.39
42 H -1.23 4.23 0.11
43 H -0.65 1.94 -0.66

***

No. 2
Computed, not measured: a molecular structure, C11H24ClO4P2Tl at a distorted geometry, with ωB97M-V/def2-TZVPD.

- Total charge: +2
- Lowest unoccupied orbital energy (alpha / beta): -8.65 / -8.65 eV
- Gap between HOMO and LUMO (alpha / beta): 5.323 / 5.333 eV

CARTESIAN COORDINATES (ANGSTROEM)
1 C -1.36 4.49 1.45
2 C -0.98 3.05 1.63
3 H -1.59 4.91 2.44
4 H -2.25 4.56 0.83
5 H -0.51 5.01 0.98
6 O -0.83 2.32 2.54
7 Cl -1.22 1.92 -3.29
8 Tl -0.55 2.40 -0.89
9 P -2.55 -1.27 -0.65
10 C -3.12 -2.70 0.23
11 C -3.42 0.23 -0.21
12 H -4.51 0.07 -0.28
13 H -3.59 -1.57 -2.76
14 H -3.14 1.02 -0.93
15 H -2.05 -0.66 -2.89
16 H -3.13 -2.49 1.31
17 H -3.15 0.50 0.83
18 C -2.55 -1.52 -2.41
19 H -4.14 -2.93 -0.11
20 H -2.03 -2.46 -2.62
21 H -2.45 -3.55 0.02
22 P 2.61 1.20 0.77
23 C 2.40 -0.17 1.96
24 C 3.96 0.47 -0.25
25 H 3.45 3.37 1.50
26 H 4.68 2.08 1.70
27 H 3.32 2.23 2.88
28 C 3.62 2.33 1.82
29 H 3.78 0.73 -1.30
30 H 4.93 0.88 0.07
31 H 3.30 -0.23 2.59
32 H 2.27 -1.11 1.40
33 H 3.95 -0.63 -0.15
34 H 1.52 0.01 2.57
35 C -0.80 -1.02 -0.10
36 O -0.53 -0.24 0.83
37 C 1.04 -3.67 -1.96
38 O 0.00 -2.99 -1.24
39 C 0.33 -1.76 -0.83
40 O 1.43 -1.27 -1.04
41 H 1.96 -3.74 -1.36
42 H 1.26 -3.14 -2.90
43 H 0.65 -4.66 -2.18

***

No. 3
Computed, not measured: a molecular structure, C11H24CoF8N2O11S4 at a distorted geometry, with ωB97M-V/def2-TZVPD.

- ⟨S²⟩: 3.755
- Energy above the lowest of the compared OMol25 structures with the same formula, charge and spin: 0.0000 eV
- Lowest unoccupied orbital energy (alpha / beta): -0.14 / -0.64 eV
- Gap between HOMO and LUMO (alpha / beta): 10.611 / 10.104 eV
- 2S+1: 4

CARTESIAN COORDINATES (ANGSTROEM)
1 Co 0.31 0.05 0.37
2 N 1.92 0.92 1.17
3 S 2.04 1.86 2.48
4 O 2.34 3.21 2.20
5 O 2.61 1.22 3.59
6 F 0.47 1.89 2.83
7 S 3.49 0.40 0.94
8 O 3.76 -0.80 1.60
9 O 4.42 1.46 0.93
10 F 3.29 0.02 -0.55
11 C -2.92 -2.22 -0.09
12 F -4.02 -2.61 -0.72
13 F -3.19 -1.11 0.62
14 F -2.49 -3.17 0.73
15 S -1.67 -1.79 -1.41
16 O -1.77 -2.82 -2.38
17 O -2.01 -0.48 -1.86
18 N -0.22 -1.63 -0.59
19 S 0.60 -3.05 -0.61
20 O 1.64 -3.00 0.37
21 O -0.25 -4.19 -0.58
22 C 1.49 -3.14 -2.22
23 F 1.81 -4.41 -2.43
24 F 0.77 -2.66 -3.25
25 F 2.61 -2.39 -2.12
26 C -2.80 2.86 -0.83
27 C -1.40 2.76 -0.28
28 C -1.06 3.90 0.65
29 O -1.28 1.51 0.46
30 H -2.96 3.83 -1.30
31 H -3.54 2.80 -0.01
32 H -3.04 2.06 -1.53
33 H -0.66 2.77 -1.07
34 H -0.95 4.84 0.09
35 H -0.08 3.71 1.09
36 H -1.77 4.06 1.46
37 H -2.04 1.52 1.05
38 C 1.06 -2.02 3.25
39 C -0.40 -1.93 2.82
40 C -1.37 -2.01 3.97
41 O -0.63 -0.64 2.15
42 H 1.17 -1.73 4.30
43 H 1.69 -1.29 2.75
44 H 1.51 -2.99 3.09
45 H -0.61 -2.73 2.11
46 H -1.36 -3.02 4.40
47 H -2.39 -1.80 3.65
48 H -1.08 -1.30 4.75
49 H -1.31 -0.16 2.63
50 C -0.27 1.75 -3.50
51 C 0.70 0.75 -2.93
52 C 1.98 0.59 -3.72
53 O 1.01 1.01 -1.52
54 H -0.34 1.59 -4.58
55 H 0.09 2.78 -3.36
56 H -1.26 1.64 -3.06
57 H 0.19 -0.22 -2.90
58 H 2.55 1.52 -3.80
59 H 1.78 0.20 -4.72
60 H 2.62 -0.14 -3.22
61 H 1.22 1.95 -1.41

***

No. 4
Computed, not measured: a molecular structure, C11H24CoN4O4S, with ωB97M-V/def2-TZVPD.

- ⟨S²⟩: 3.757
- Energy above the lowest of the compared OMol25 structures with the same formula, charge and spin: 0.0000 eV
- Lowest unoccupied orbital energy (alpha / beta): 0.45 / 0.44 eV
- Gap between HOMO and LUMO (alpha / beta): 9.437 / 9.555 eV
- 2S+1: 4

CARTESIAN COORDINATES (ANGSTROEM)
1 Co 0.17 -2.13 -2.39
2 N 0.97 -4.03 -3.00
3 N 2.25 -3.70 -3.51
4 C 2.84 -2.47 -3.07
5 O 4.05 -2.37 -3.20
6 O 2.02 -1.59 -2.62
7 H 1.03 -4.68 -2.22
8 H 0.41 -4.45 -3.73
9 H 2.91 -4.45 -3.54
10 C 2.40 -0.23 2.85
11 C 1.98 1.11 2.27
12 C 2.14 1.19 0.75
13 C 1.40 0.11 -0.02
14 N -0.03 0.18 0.28
15 C -0.89 -0.82 0.20
16 S -0.41 -2.46 -0.11
17 N -2.19 -0.57 0.38
18 C -2.75 0.76 0.54
19 C -2.56 1.33 1.95
20 C -2.74 2.85 1.99
21 C -1.56 3.59 1.37
22 H 2.36 -0.22 3.94
23 H 3.43 -0.48 2.56
24 H 1.76 -1.04 2.51
25 H 2.57 1.91 2.72
26 H 0.94 1.31 2.54
27 H 3.20 1.11 0.49
28 H 1.81 2.18 0.40
29 H 1.76 -0.88 0.25
30 H 1.55 0.22 -1.09
31 H -0.40 1.11 0.33
32 H -2.79 -1.36 0.25
33 H -3.81 0.69 0.31
34 H -2.32 1.41 -0.22
35 H -1.57 1.07 2.32
36 H -3.28 0.84 2.62
37 H -2.85 3.16 3.03
38 H -3.66 3.12 1.48
39 H -0.63 3.35 1.88
40 H -1.70 4.67 1.43
41 H -1.43 3.36 0.31
42 O -1.42 -1.87 -3.59
43 C -1.62 -0.65 -3.31
44 O -0.92 -0.04 -2.48
45 H -2.44 -0.13 -3.82

***

No. 5
Computed, not measured: a molecular structure, C11H24CuF5N3NbO2Te at a distorted geometry, with ωB97M-V/def2-TZVPD.

- Total charge: +2
- Lowest unoccupied orbital energy (alpha / beta): -12.52 / -12.51 eV
- Gap between HOMO and LUMO (alpha / beta): 3.067 / 3.062 eV

CARTESIAN COORDINATES (ANGSTROEM)
1 N -1.29 -1.38 -1.66
2 C -2.39 -1.97 -1.57
3 O -3.35 -2.46 -1.05
4 Cu -2.03 -1.68 -3.41
5 Nb -0.58 -0.01 0.01
6 N 0.48 1.41 -0.91
7 N 0.87 -1.36 0.65
8 C 0.17 2.11 -2.18
9 C 0.67 -2.41 1.69
10 C 0.25 1.08 -3.31
11 C 1.13 3.26 -2.49
12 C -1.26 2.68 -2.12
13 C 1.45 -3.70 1.36
14 C 1.16 -1.80 3.01
15 C -0.82 -2.78 1.81
16 H 1.26 0.62 -3.34
17 H 0.07 1.59 -4.27
18 H -0.50 0.28 -3.18
19 H 1.03 4.09 -1.77
20 H 0.87 3.64 -3.48
21 H 2.18 2.91 -2.51
22 H -2.00 1.87 -2.02
23 H -1.46 3.23 -3.05
24 H -1.37 3.33 -1.24
25 H 1.18 -4.06 0.36
26 H 1.17 -4.49 2.08
27 H 2.54 -3.57 1.43
28 H 2.23 -1.55 2.99
29 H 1.00 -2.49 3.85
30 H 0.60 -0.88 3.24
31 H -1.44 -1.98 2.24
32 H -0.93 -3.65 2.48
33 H -1.24 -3.07 0.84
34 C 2.23 -1.15 0.17
35 H 2.33 -0.39 -0.62
36 H 2.90 -0.84 0.99
37 H 2.61 -2.09 -0.26
38 C 1.18 2.22 0.10
39 H 0.75 3.23 0.15
40 H 1.09 1.79 1.10
41 H 2.26 2.30 -0.14
42 F -0.90 1.58 4.09
43 Te -2.39 1.52 2.74
44 F -3.81 1.39 1.45
45 F -2.78 -0.39 2.93
46 F -2.42 0.44 -0.43
47 F -1.81 2.90 1.50
48 O -0.90 0.66 1.74

***

No. 6
Computed, not measured: a molecular structure, C11H24F6O2P2Ti at a distorted geometry, with ωB97M-V/def2-TZVPD.

- ⟨S²⟩: 0.771
- Total charge: +1
- Energy above the lowest of the compared OMol25 structures with the same formula, charge and spin: 0.4509 eV
- Lowest unoccupied orbital energy (alpha / beta): -3.62 / -4.01 eV
- Gap between HOMO and LUMO (alpha / beta): 6.704 / 6.346 eV
- 2S+1: 2

CARTESIAN COORDINATES (ANGSTROEM)
1 Ti 0.02 0.13 0.51
2 H -1.74 -0.66 0.61
3 H -1.82 0.00 0.12
4 P 0.05 -2.23 -0.35
5 P -0.05 2.46 -0.73
6 C 1.34 3.26 0.08
7 H 1.32 4.33 -0.20
8 H 1.28 3.19 1.17
9 H 2.30 2.84 -0.25
10 C 0.04 2.89 -2.48
11 H -0.81 2.43 -3.00
12 H 0.00 3.98 -2.54
13 H 0.99 2.50 -2.88
14 C -1.51 3.27 -0.05
15 H -1.54 3.23 1.05
16 H -1.45 4.32 -0.37
17 H -2.43 2.82 -0.45
18 C 0.22 -2.60 -2.13
19 H 0.15 -3.68 -2.32
20 H -0.57 -2.10 -2.70
21 H 1.18 -2.24 -2.50
22 C 1.31 -3.32 0.37
23 H 1.23 -3.29 1.47
24 H 1.16 -4.36 0.03
25 H 2.31 -2.99 0.09
26 C -1.49 -3.12 0.06
27 H -2.33 -2.68 -0.49
28 H -1.39 -4.18 -0.21
29 H -1.69 -3.03 1.14
30 C 2.03 -0.20 0.72
31 O 3.17 -0.42 0.91
32 H -0.23 0.90 -1.06
33 C 0.73 1.27 4.30
34 C -0.47 0.73 3.56
35 O -0.33 0.71 2.17
36 C -0.73 -0.75 4.01
37 F -0.81 -0.89 5.36
38 F -1.87 -1.25 3.47
39 F 0.28 -1.55 3.55
40 C -1.76 1.60 3.83
41 F -2.18 1.61 5.12
42 F -1.47 2.89 3.47
43 F -2.80 1.20 3.05
44 H 1.59 0.64 4.08
45 H 0.51 1.26 5.37
46 H 0.93 2.29 3.95